# 1
Here is a 12-piece molecular cluster, C42H110N2O30S10 overall at a distorted geometry from the Open Molecules 2025 dataset. Energies are from ωB97M-V/def2-TZVPD.

Last column: Löwdin charge in e.
Atoms and positions in Å:
S  2.500  -3.199  -4.691  0.669
S  1.561  4.113  6.989  0.754
S  3.851  -2.087  4.628  0.702
S  -2.447  4.009  -0.054  0.687
S  -3.581  1.247  4.975  0.709
S  6.444  -1.391  0.788  0.671
S  -5.676  -2.232  -1.463  0.670
S  -0.252  -0.028  -0.361  0.670
S  3.201  1.654  -2.989  0.647
S  -4.159  2.587  -4.144  0.673
O  -4.928  -0.973  -1.556  -0.300
O  -5.325  2.235  -4.942  -0.285
O  -4.913  0.832  5.430  -0.295
O  1.625  3.802  8.452  -0.303
O  -4.578  -3.458  -1.388  -0.284
O  1.408  -4.111  -4.953  -0.299
O  0.154  0.840  1.022  -0.282
O  2.035  1.185  -3.706  -0.283
O  0.847  -0.936  -0.607  -0.289
O  2.318  -1.936  -5.729  -0.247
O  -3.699  3.928  -3.924  -0.308
O  -3.001  0.573  3.848  -0.309
O  4.103  2.659  -4.030  -0.265
O  -3.093  5.029  1.137  -0.275
O  6.861  0.209  0.625  -0.273
O  0.912  3.133  6.049  -0.338
O  3.125  -2.852  5.650  -0.313
O  3.887  -3.647  -4.655  -0.305
O  6.911  -2.166  -0.355  -0.291
O  -2.571  2.667  0.419  -0.285
O  -3.534  2.962  4.811  -0.259
O  4.180  -3.177  3.375  -0.300
O  3.344  -0.869  3.977  -0.305
O  -3.047  4.532  -1.298  -0.288
O  -2.788  1.862  -4.788  -0.279
O  -0.752  0.990  -1.270  -0.306
O  -6.686  -2.518  -2.464  -0.270
O  6.881  -1.833  2.103  -0.301
O  3.129  4.475  6.463  -0.296
O  4.140  0.699  -2.446  -0.287
N  -2.598  -2.197  -5.552  -0.154
N  -0.855  -3.976  2.944  -0.192
C  3.283  -0.118  -7.004  -0.073
C  7.853  1.991  -0.434  -0.067
C  -2.265  3.530  4.538  -0.317
C  5.535  -1.833  5.243  -0.085
C  -6.276  -2.478  0.266  -0.092
C  0.325  -5.327  4.659  -0.074
C  -1.826  -2.279  4.727  -0.075
C  -0.861  3.214  -5.425  -0.068
C  -2.201  4.964  4.889  -0.056
C  -5.146  -5.248  -2.958  -0.070
C  0.521  0.879  3.393  -0.053
C  -1.967  -2.661  -3.140  -0.071
C  -4.501  5.125  1.027  -0.295
C  -4.997  -2.264  -6.184  -0.064
C  -1.497  2.350  -4.388  -0.296
C  -1.218  -0.686  -6.961  -0.098
C  -2.314  1.083  6.390  -0.073
C  -3.926  -1.708  -5.233  -0.240
C  3.313  4.688  5.022  -0.260
C  3.986  3.417  4.501  -0.061
C  3.525  -1.196  -6.000  -0.296
C  -1.878  -4.926  0.925  -0.073
C  4.616  -1.214  0.759  -0.081
C  2.113  -2.383  -3.033  -0.073
C  -5.069  -4.793  -1.501  -0.279
C  4.187  -4.540  3.683  -0.278
C  3.908  5.010  -4.737  -0.078
C  0.426  -4.087  3.748  -0.215
C  0.738  0.103  2.077  -0.266
C  -1.754  -0.911  0.304  -0.049
C  -1.659  -1.941  -4.470  -0.238
C  -2.030  -3.448  3.667  -0.204
C  6.989  0.752  -0.669  -0.282
C  3.438  3.617  -4.894  -0.302
C  -4.262  1.768  -2.505  -0.094
C  2.696  2.896  -1.797  -0.083
C  -5.201  4.857  2.395  -0.043
C  -1.098  -5.245  2.218  -0.250
C  -1.988  -1.978  -6.856  -0.232
C  4.137  -5.242  2.309  -0.050
C  -0.709  4.457  0.372  -0.075
C  0.929  5.844  6.686  -0.102
H  -0.099  -5.620  1.996  0.109
H  -1.709  -1.320  4.223  0.030
H  0.123  3.539  -5.084  0.054
H  4.254  -0.865  1.724  0.037
H  -5.486  -2.432  1.013  0.072
H  -4.820  6.060  0.565  0.118
H  -5.292  3.778  2.497  0.080
H  5.386  -1.750  6.319  0.071
H  -1.618  -5.712  0.213  0.069
H  -7.123  -1.807  0.405  0.069
H  2.786  0.671  -6.431  0.056
H  3.297  5.585  -5.433  0.092
H  -2.032  -0.187  1.070  0.061
H  -5.687  -6.180  -3.123  0.083
H  4.202  0.310  -7.404  0.087
H  -0.873  -0.400  -7.957  0.071
H  -2.947  -5.000  1.121  0.063
H  -4.226  -2.164  -4.288  0.083
H  -2.581  0.147  6.879  0.060
H  1.231  -4.205  3.021  0.090
H  1.802  2.473  -1.338  0.054
H  -0.127  -4.985  5.592  0.073
H  3.566  3.200  -1.220  0.085
H  2.852  -2.677  -2.290  0.063
H  -1.572  -5.996  2.853  0.101
H  -1.543  2.957  5.123  0.070
H  -4.692  -1.906  -7.167  0.056
H  -0.134  -6.270  4.372  0.067
H  -4.138  -5.290  -3.371  0.075
H  5.185  -4.740  4.080  0.118
H  3.725  3.294  -5.895  0.123
H  -5.989  -1.839  -6.035  0.074
H  -1.472  2.844  -3.415  0.106
H  -6.145  5.403  2.412  0.075
H  -4.989  -3.338  -5.999  0.074
H  7.451  0.058  -1.370  0.122
H  -0.261  -0.614  -6.442  0.058
H  -6.772  -3.444  0.363  0.056
H  0.682  -3.135  4.211  0.090
H  -1.366  0.854  5.903  0.041
H  0.014  3.990  -0.294  0.052
H  3.394  -4.702  4.411  0.089
H  -1.963  3.332  3.507  0.111
H  -1.360  -1.723  0.917  0.037
H  3.229  -5.103  1.719  0.067
H  1.567  6.465  7.313  0.072
H  -1.179  5.339  4.957  0.056
H  3.897  5.594  4.859  0.119
H  2.349  3.591  -4.852  0.094
H  4.061  -6.328  2.395  0.077
H  4.974  5.041  -4.962  0.087
H  -2.229  1.959  7.028  0.071
H  -2.604  -2.134  5.478  0.068
H  8.780  1.622  0.010  0.078
H  -2.307  -3.683  -3.310  0.074
H  2.261  3.619  -2.488  0.060
H  0.557  0.303  4.318  0.073
H  3.744  3.162  3.469  0.073
H  1.268  1.651  3.584  0.060
H  -0.416  1.436  3.433  0.053
H  -1.465  -0.900  -4.198  0.109
H  -0.726  5.541  0.262  0.064
H  1.110  -2.758  -2.842  0.034
H  2.405  4.954  4.478  0.097
H  -3.956  -0.625  -5.084  0.109
H  -2.738  -1.929  -7.647  0.099
H  4.275  -1.878  -6.402  0.110
H  0.350  -0.911  2.179  0.111
H  -1.318  4.162  -5.713  0.081
H  1.813  0.129  1.896  0.101
H  5.056  3.616  4.442  0.076
H  -6.024  -4.941  -0.995  0.104
H  2.519  -0.200  -7.778  0.083
H  6.098  -2.761  5.161  0.073
H  -4.704  5.388  3.207  0.056
H  3.745  5.452  -3.753  0.078
H  -5.701  -4.579  -3.617  0.062
H  -1.834  0.167  -6.671  0.066
H  -4.489  -5.605  -1.061  0.116
H  -2.544  -4.274  4.163  0.106
H  -0.709  2.722  -6.387  0.080
H  -0.693  -2.399  -4.693  0.096
H  -2.746  5.656  4.247  0.071
H  4.972  -4.991  1.656  0.081
H  6.003  1.007  -1.059  0.085
H  5.770  -0.975  4.615  0.064
H  3.725  2.595  5.165  0.081
H  -0.580  4.180  1.416  0.060
H  4.272  -2.236  0.602  0.066
H  4.319  -0.590  -0.084  0.052
H  -5.064  1.060  -2.702  0.041
H  8.224  2.472  -1.340  0.075
H  -4.939  4.397  0.342  0.102
H  7.544  2.782  0.248  0.074
H  -2.373  -1.222  -0.535  0.050
H  -1.133  -2.722  -2.441  0.058
H  1.066  6.205  5.668  0.056
H  2.162  -1.301  -3.142  0.027
H  -3.315  1.379  -2.136  0.057
H  -0.832  1.508  -4.191  0.101
H  -0.988  -2.359  5.422  0.061
H  -2.642  -2.913  2.940  0.094
H  1.338  -5.588  4.974  0.058
H  -2.509  5.162  5.918  0.090
H  -2.805  -2.139  -2.679  0.028
H  -1.361  -2.784  -7.243  0.116
H  -4.662  2.539  -1.847  0.053
H  4.111  -0.729  -5.206  0.117
H  -1.575  -4.008  0.423  0.060
H  -0.137  5.840  6.907  0.054

**Max |F|**: 0.0852 Eh/bohr
**Energy relative to the best compared isomer or geometry (same formula, charge and spin)**: 0.000 eV
**SMILES**: CCOS(C)(=O)=O.CCOS(C)(=O)=O.CCOS(C)(=O)=O.CCOS(C)(=O)=O.CCOS(C)(=O)=O.CCOS(C)(=O)=O.CCOS(C)(=O)=O.CCOS(C)(=O)=O.CCOS(C)(=O)=O.CCOS(C)(=O)=O.CCN(CC)CC.CCN(CC)CC
**HOMO**: -7.5181 eV

# 2
Here is a single C4H5N3O molecule at a distorted geometry from the Open Molecules 2025 dataset. Energies are from ωB97M-V/def2-TZVPD.

Last column: Löwdin charge in e.
Atoms and positions in Å:
O  0.332  1.029  -0.991  -0.056
N  0.247  -1.346  -1.214  0.056
N  -0.719  1.641  -0.225  0.031
N  0.845  -1.448  -0.031  -0.053
C  -0.149  0.202  1.593  -0.079
C  -0.250  -0.162  -1.394  -0.215
C  0.357  -1.033  1.237  -0.049
C  -0.764  1.320  1.016  -0.144
H  -0.708  -0.244  -2.357  0.108
H  0.783  -1.578  2.152  0.142
H  -1.558  2.003  1.235  0.115
H  -0.191  -0.002  2.608  0.057
H  1.237  -2.310  -0.138  0.086

**Max |F|**: 0.0921 Eh/bohr
**Energy relative to the best compared isomer or geometry (same formula, charge and spin)**: 7.229 eV
**SMILES**: c1cnocn[nH]c1
**HOMO**: -8.2118 eV